# 1
{"formula": "C4H10NO2", "method": "wB97M-V/def2-TZVPD", "elements": ["C", "O", "C", "C", "C", "O", "N", "H", "H", "H", "H", "H", "H", "H", "H", "H", "H"], "xyz": [[-1.770, 0.915, -0.116], [-2.553, -0.133, 0.208], [-0.323, 0.442, -0.468], [0.570, 0.610, 0.790], [2.047, 0.277, 0.432], [2.227, -1.107, 0.074], [-0.328, -1.027, -0.829], [-1.632, 1.566, 0.781], [-2.200, 1.547, -0.955], [0.053, 1.134, -1.274], [0.230, 0.086, 1.690], [0.644, 1.680, 0.947], [2.812, 0.311, 1.231], [2.222, 0.830, -0.512], [1.385, -1.551, -0.129], [-1.379, -1.072, -0.560], [-0.535, -1.061, -1.839]], "forces_ev_per_a": [[-0.5852, -0.1927, 0.5844], [-0.1849, -0.3934, -0.3919], [0.9459, 0.1270, 0.4207], [1.6716, 0.2677, -1.1460], [-0.9825, -2.0806, -0.5695], [0.5782, -0.6333, 0.2173], [-2.2499, 1.4254, -0.9469], [-0.0627, 0.4977, -0.3816], [0.3680, -0.1024, 0.2314], [0.1266, -0.8530, 0.5391], [-0.2246, 0.0347, -0.3187], [-0.4417, 0.4444, 0.5985], [-0.4818, 1.2886, -0.3071], [0.6223, 0.3872, 0.7438], [-0.3501, 0.7238, -0.2424], [0.4776, -0.9285, 0.8511], [0.7730, -0.0127, 0.1178]], "nbo_charge": [-0.0382, -0.9350, -0.0834, -0.4353, -0.0635, -0.8050, -0.9358, 0.0933, 0.0747, 0.1528, 0.2121, 0.1880, 0.1670, 0.1478, 0.5077, 0.4212, 0.3316], "gap_ev": 7.0, "smiles": "N[C@@H](C[O-])CCO", "lumo_ev": 4.0566, "spin_multiplicity": 1, "e_tot_ev": -9894.386, "e_homo_ev": -2.984, "total_charge": -1, "relative_energy_kj_mol": 295.2}

***

# 2
{"formula": "C10H10NOS", "method": "wB97M-V/def2-TZVPD", "elements": ["C", "C", "C", "C", "C", "C", "C", "C", "C", "C", "N", "O", "S", "H", "H", "H", "H", "H", "H", "H", "H", "H", "H"], "xyz": [[-1.392, -1.530, 2.783], [-1.516, -0.136, 2.935], [0.967, -1.607, -1.659], [-0.822, -2.036, 1.656], [0.345, -1.870, -0.427], [-1.088, 0.708, 1.946], [1.033, -0.601, -2.589], [-0.333, -1.204, 0.600], [-0.521, 0.211, 0.753], [0.611, 2.980, -1.757], [-0.083, 1.089, -0.151], [0.636, 0.635, -2.663], [-0.412, 1.498, -1.580], [-1.749, -2.187, 3.559], [-1.963, 0.263, 3.834], [1.479, -2.488, -2.029], [-0.738, -3.106, 1.542], [0.443, -2.924, -0.188], [-1.198, 1.775, 2.046], [1.528, -0.878, -3.520], [1.545, 2.830, -1.227], [0.073, 3.822, -1.331], [0.788, 3.156, -2.814]], "forces_ev_per_a": [[-0.0190, -0.1282, -0.0256], [0.0948, -0.1500, -0.2629], [-0.0654, -0.1070, 0.2661], [-0.0303, 0.0083, 0.2262], [-0.0740, 0.0311, 0.0749], [0.0107, 0.0630, -0.1655], [0.1657, -0.1701, -0.1678], [-0.2056, 0.3394, 0.1466], [-0.4160, -0.8829, 0.3251], [-0.1843, -0.1633, -0.2952], [0.2964, 1.1714, -0.6300], [-0.1154, 0.3474, -0.3744], [0.8030, -0.2179, 0.8159], [-0.0046, -0.0647, 0.0207], [-0.0170, 0.0828, 0.0388], [-0.0590, 0.0935, -0.1269], [0.0919, -0.1180, -0.0159], [-0.0399, -0.0140, -0.0441], [0.0439, 0.1111, -0.0046], [-0.0019, 0.1136, 0.0996], [0.0193, -0.2324, 0.0897], [-0.2251, -0.0713, 0.1003], [-0.0683, -0.0419, -0.0910]], "nbo_charge": [-0.2409, -0.0994, -0.4097, -0.0955, 0.0507, -0.2098, 0.3416, -0.1920, 0.2524, -0.7739, -0.8149, -0.6296, 1.3992, 0.2418, 0.2388, 0.2498, 0.2250, 0.2269, 0.2309, 0.2179, 0.2677, 0.2617, 0.2612], "gap_ev": [7.0, 7.0], "lumo_ev": [-5.3769, -5.3763], "spin_multiplicity": 1, "e_tot_ev": -24895.564, "e_homo_ev": [-12.385, -12.386], "total_charge": 1, "relative_energy_kj_mol": 149.2}

***

# 3
{"formula": "C2H5NO2S", "method": "wB97M-V/def2-TZVPD", "elements": ["C", "C", "N", "O", "O", "S", "H", "H", "H", "H", "H"], "xyz": [[1.605, 0.393, 0.047], [0.217, -0.323, 0.107], [-0.625, 0.489, -0.323], [-3.014, 1.607, -0.473], [0.213, -1.438, 0.903], [-2.468, 0.354, 0.002], [1.983, 0.130, -0.889], [1.225, 1.405, 0.140], [2.357, 0.024, 0.788], [1.192, -1.954, 0.737], [-2.685, -0.688, -1.038]], "forces_ev_per_a": [[-0.8729, -1.4027, 1.1953], [3.4136, 0.9937, 1.9779], [-4.4284, -0.7306, -0.1141], [-0.2126, 0.4676, -0.3867], [2.5958, -2.1839, -1.6481], [1.9101, -1.9472, -0.8684], [0.9026, 0.2937, -1.7639], [1.3088, 0.2604, -0.0516], [-0.8525, 0.5881, -0.1993], [-4.1645, 2.3162, 0.7935], [0.4001, 1.3448, 1.0655]], "nbo_charge": [-0.6837, 0.5655, -0.6660, -0.9205, -0.6781, 1.1955, 0.2190, 0.2610, 0.2049, 0.5007, 0.0016], "gap_ev": 9.4, "lumo_ev": 0.0837, "spin_multiplicity": 1, "e_tot_ev": -18572.169, "e_homo_ev": -9.302, "total_charge": 0, "relative_energy_kj_mol": 328.0}

***

# 4
{"formula": "C2H4BrFO", "method": "wB97M-V/def2-TZVPD", "elements": ["C", "C", "O", "F", "Br", "H", "H", "H", "H"], "xyz": [[-0.120, -0.117, 0.368], [1.040, 0.465, -0.384], [1.302, 2.052, 0.058], [0.161, 2.796, -0.240], [2.776, -0.265, 0.033], [0.105, -0.380, 1.346], [-1.022, 0.435, 0.580], [-0.382, -1.030, -0.306], [1.044, 0.350, -1.514]], "forces_ev_per_a": [[-0.5186, -1.6771, -2.6761], [0.6015, 3.0632, -0.3258], [0.4954, -3.4330, -0.7643], [-0.7405, 0.0012, -0.2748], [-0.3668, 0.1169, 0.2986], [1.1580, -1.0857, 1.6761], [-0.1753, 0.9481, -1.1139], [0.1145, 1.2359, 1.6492], [-0.5682, 0.8305, 1.5310]], "nbo_charge": [-0.6838, 0.0217, -0.1776, -0.1622, 0.0570, 0.2336, 0.2581, 0.2298, 0.2236], "gap_ev": 11.6, "smiles": "C[C@H](Br)OF", "lumo_ev": 0.6942, "spin_multiplicity": 1, "e_tot_ev": -76941.705, "e_homo_ev": -10.883, "total_charge": 0, "relative_energy_kj_mol": 465.6}